# C32H42OP

The ion C32H42OP with charge +1 (the ωB97M-V functional and the def2-TZVPD basis, OMol25).

Element x y z (Å)
C -2.55547 2.37525 4.47430
C -1.58820 1.39537 3.80522
C -1.72737 1.46503 2.30173
C -1.20557 0.29900 1.44665
P 0.45869 -0.02270 0.64781
C 1.68985 -1.41028 0.89360
C 2.42694 -1.83544 2.23518
C 3.20184 -0.79478 3.02043
C 3.97855 -1.43938 4.15435
C 1.16692 1.56603 0.06236
C 2.43777 2.25809 0.65270
C 2.88251 3.49127 -0.17488
C 3.10648 3.21875 -1.67488
H -2.50259 2.33999 5.56831
H -2.36426 3.41568 4.18193
H -3.59791 2.14330 4.19807
H -0.57991 1.62685 4.12894
H -1.81137 0.37573 4.14819
H -2.83687 1.47484 2.07840
H -1.36250 2.44631 1.95007
H -1.60143 -0.67304 1.83985
H -1.66219 0.58084 0.49943
H 1.14806 -2.31122 0.63278
H 2.47398 -1.28711 0.12913
H 1.74605 -2.32452 2.92777
H 3.15440 -2.62132 1.93235
H 3.93503 -0.26249 2.34343
H 2.53190 -0.02634 3.40243
H 4.63342 -0.74818 4.69795
H 3.29976 -1.87602 4.89714
H 4.63367 -2.26947 3.80448
H 1.45935 1.24659 -0.96177
H 0.35338 2.29995 0.00575
H 2.25731 2.60365 1.68211
H 3.28967 1.52836 0.71387
H 2.14946 4.28198 -0.08570
H 3.81186 3.87252 0.24248
H 3.63382 4.07285 -2.13556
H 3.71594 2.32225 -1.85014
H 2.17016 3.09636 -2.22129
C -6.25371 1.71733 -2.89696
O -5.81846 0.96198 -1.75413
C -4.62058 0.43172 -1.74566
C -4.27247 -0.38387 -0.66602
C -2.95928 -0.82948 -0.47952
C -1.87120 -0.44062 -1.31167
C -0.39861 -0.77429 -0.83171
C 0.55472 -0.45845 -2.00265
C 1.31109 -1.61709 -2.32146
C 2.40260 -1.53234 -3.16091
C 2.66215 -0.33726 -3.83775
C 1.77847 0.75415 -3.63371
C 0.72851 0.68792 -2.72866
C 0.75475 -2.78442 -1.59554
C -0.34207 -2.31421 -0.79983
C -1.12868 -3.27942 -0.20217
C -0.68064 -4.63833 -0.25086
C 0.50173 -5.04735 -0.87071
C 1.22857 -4.07882 -1.57511
C -2.27236 0.26205 -2.47584
C -3.59140 0.69273 -2.63963
H -7.32582 2.00426 -2.73701
H -5.62177 2.63926 -3.00214
H -6.17405 1.11235 -3.84257
H -5.08110 -0.62738 0.02556
H -2.83066 -1.46508 0.41507
H 3.15539 -2.37725 -3.16532
H 3.56205 -0.22364 -4.45401
H 1.97251 1.66301 -4.20649
H 0.01778 1.52837 -2.66239
H -2.14487 -3.12784 0.11562
H -1.27645 -5.40922 0.26104
H 0.88591 -6.05984 -0.75089
H 2.20568 -4.31109 -1.97187
H -1.59918 0.42066 -3.34821
H -3.80967 1.34696 -3.49087

Calculated values
Lowest unoccupied orbital energy in eV: -2.461
Total charge: +1

=====

# C32H43AlCl3GeN3O7S6

A structure of composition C32H43AlCl3GeN3O7S6 (the ωB97M-V functional and the def2-TZVPD basis, OMol25).

Element x y z (Å)
Al -1.41776 0.14322 -0.06771
C -2.37675 3.23887 -1.12470
C -1.38912 3.26679 0.03460
C -1.96543 4.07072 1.20020
C -0.05647 3.87731 -0.40719
O -1.17107 1.91923 0.46470
Ge -0.95101 1.21515 2.29788
O -0.03718 -0.18083 1.17843
C 0.92693 -1.15884 1.56671
C 2.15303 -0.44360 2.13920
C 0.32494 -2.07360 2.63388
C 1.29408 -1.98901 0.33944
O -2.45192 0.12258 1.52004
C -3.54441 -0.46015 2.22244
C -4.75122 0.46687 2.09393
C -3.15560 -0.61880 3.69261
C -3.84271 -1.82189 1.60693
H -2.57978 4.24528 -1.47949
H -3.30610 2.77702 -0.80213
H -1.97115 2.64346 -1.93983
H -2.22796 5.07622 0.88025
H -1.23039 4.14151 2.00661
H -2.86314 3.57746 1.57338
H -0.18395 4.93524 -0.61888
H 0.30333 3.38552 -1.30746
H 0.68587 3.77070 0.38512
H 1.85507 0.17807 2.98626
H 2.61600 0.19414 1.38961
H 2.89335 -1.16034 2.48176
H 0.07213 -1.48916 3.52116
H 1.03037 -2.84981 2.91756
H -0.57494 -2.54062 2.24030
H 1.79399 -1.37341 -0.40406
H 0.38411 -2.39088 -0.10096
H 1.94571 -2.81171 0.62024
H -4.54453 1.41482 2.59003
H -5.63028 0.01504 2.54359
H -4.94190 0.66158 1.04142
H -2.95257 0.36129 4.13525
H -2.26434 -1.23977 3.78122
H -3.96527 -1.08545 4.24761
H -4.15636 -1.69538 0.57334
H -4.63311 -2.32515 2.15638
H -2.94673 -2.43925 1.61681
O -1.72898 -1.52616 -0.76929
N -2.30699 -0.91031 -1.66950
O -2.44516 -1.38759 -2.73463
O -2.66436 0.24006 -1.41363
Cl 5.86760 -4.14835 -4.98997
C 5.44156 -2.82471 -3.98168
C 4.70210 -3.03648 -2.82694
C 4.37376 -1.95681 -2.03102
C 4.75902 -0.66294 -2.36082
C 4.40278 0.49121 -1.45327
C 3.41281 1.46337 -2.15806
N 2.07485 0.94552 -2.19629
C 1.46673 0.28125 -3.22149
C 0.21429 -0.04276 -2.78828
N 0.05602 0.40840 -1.50732
C 1.20101 0.99634 -1.19249
O 5.57807 1.18624 -1.10754
C 5.63582 1.70226 0.19909
C 5.68582 0.66613 1.28962
C 6.25453 -0.57122 1.18679
Cl 7.03026 -1.26344 -0.17694
S 6.15088 -1.46756 2.67057
C 5.35687 -0.14796 3.43495
C 5.17391 0.89825 2.59428
C 5.51296 -0.47522 -3.51973
Cl 6.06875 1.09224 -3.97621
C 5.84913 -1.54649 -4.33053
H 4.39394 -4.03238 -2.55203
H 3.81668 -2.12236 -1.12131
H 3.92316 0.08837 -0.54786
H 3.76436 1.64809 -3.17237
H 3.41709 2.40744 -1.60822
H 1.95214 0.09535 -4.15636
H -0.55004 -0.55754 -3.33202
H 1.39486 1.46624 -0.24967
H 4.79322 2.38066 0.39529
H 6.55742 2.29117 0.21220
H 5.07153 -0.22431 4.46465
H 4.70582 1.82286 2.88059
H 6.42714 -1.38219 -5.22599
C -6.68811 -3.80508 -0.30763
S -7.40041 -2.53964 0.77534
C -7.20657 -1.02156 -0.05036
C -6.28896 -0.63437 -1.00899
S -5.03454 -1.51723 -1.68919
S -6.42179 1.06934 -1.49451
C -7.68834 1.53580 -0.39898
S -8.27900 3.05322 -0.27726
S -8.28651 0.20123 0.57284
H -7.02225 -4.75310 0.10383
H -5.60431 -3.74462 -0.29046
H -7.06630 -3.67905 -1.31775

Calculated values
Lowest unoccupied orbital energy (spin up / spin down) in eV: -2.385 / -4.452
ΔE to the lowest compared entry with this formula, charge and spin in eV: 1.555
Total charge: +1
2S+1: 2

=====

# C32H43AlFO2Si

A structure of composition C32H43AlFO2Si (the ωB97M-V functional and the def2-TZVPD basis, OMol25).

Element x y z (Å)
C 1.30033 3.48171 0.59708
Si 0.53588 2.48094 -0.84220
C 1.56671 2.59980 -2.47617
C 0.61860 0.60634 -0.33520
Al -1.64190 3.22740 -1.39321
O -1.31627 4.98149 -1.97271
C -2.65522 5.46247 -1.98572
C -3.57978 4.73991 -0.86860
C -4.78267 4.05531 -1.62612
C -5.40038 2.86693 -0.78954
C -4.98060 1.47144 -1.32221
F -5.21011 1.35722 -2.69988
O -2.76304 3.89792 -0.08017
H 2.39513 3.31749 0.73654
H 1.04198 4.55755 0.52894
H 0.83313 3.11410 1.54389
H 1.80599 3.64607 -2.74629
H 0.88232 2.22147 -3.27322
H 2.44623 1.92096 -2.48201
H 1.21086 0.02883 -1.08051
H -0.38703 0.14321 -0.27332
H 1.12319 0.50336 0.65282
H -2.45590 2.44745 -2.53327
H -2.65937 6.58136 -1.95897
H -3.06527 5.24851 -3.00537
H -4.06883 5.59624 -0.35578
H -5.59404 4.81624 -1.68649
H -4.52651 3.68839 -2.63442
H -5.05919 2.91038 0.26692
H -6.51069 2.93319 -0.82101
H -5.63421 0.71843 -0.83320
H -3.92381 1.23044 -1.11737
C 4.63311 -0.63401 1.10557
C 4.41120 0.65143 0.62732
C 5.11220 1.72392 1.16466
C 6.04272 1.50940 2.17471
C 6.26746 0.22320 2.65083
C 5.55984 -0.84838 2.11955
H 4.08355 -1.46953 0.68855
H 3.68985 0.81736 -0.16433
H 4.93364 2.72651 0.79605
H 6.59244 2.34516 2.59062
H 6.99402 0.05605 3.43730
H 5.73098 -1.85091 2.49439
C 5.23193 -6.51538 1.95533
C 4.98678 -6.63357 0.59273
C 4.21965 -5.67738 -0.06156
C 3.70514 -4.59723 0.64529
C 3.95328 -4.47702 2.00772
C 4.71302 -5.43807 2.66356
H 5.82735 -7.26282 2.46572
H 5.39336 -7.47215 0.04025
H 4.02326 -5.77310 -1.12234
H 3.11090 -3.84934 0.13432
H 3.55332 -3.63368 2.55874
H 4.90174 -5.34694 3.72635
C -0.33279 -0.62108 5.96450
C -0.75072 0.11494 4.86230
C 0.11059 0.31397 3.79005
C 1.38918 -0.23200 3.81671
C 1.80524 -0.97123 4.91765
C 0.94650 -1.16266 5.99328
H -1.00423 -0.77288 6.80127
H -1.74902 0.53479 4.83865
H -0.21310 0.89264 2.93320
H 2.06033 -0.08112 2.97876
H 2.80151 -1.39785 4.93722
H 1.27375 -1.73458 6.85349
C -5.74936 -3.77045 -5.18235
C -4.80064 -3.08484 -5.93110
C -4.35068 -1.83851 -5.51057
C -4.84243 -1.28099 -4.33586
C -5.78823 -1.96857 -3.58605
C -6.24511 -3.21092 -4.01044
H -6.10262 -4.74063 -5.51164
H -4.41200 -3.52184 -6.84359
H -3.61590 -1.30122 -6.09754
H -4.48991 -0.31316 -4.00508
H -6.16980 -1.53406 -2.67008
H -6.98682 -3.74392 -3.42738

Calculated values
Lowest unoccupied orbital energy in eV: 2.243
Total charge: -1

=====

# C32H43AuIN5O4S4

A structure of composition C32H43AuIN5O4S4 (the ωB97M-V functional and the def2-TZVPD basis, OMol25).

Element x y z (Å)
Au 0.26563 0.35762 -0.00797
C 0.02031 -5.52806 -0.40155
N -0.34877 -4.20921 0.09542
C -0.59816 -3.15187 -0.67607
S -1.22050 -1.72850 0.09895
N -0.42506 -3.26898 -1.98161
C -0.68294 -2.22874 -2.97764
H 0.25798 -6.15890 0.44853
H 0.91102 -5.46942 -1.02984
H -0.79470 -5.98868 -0.96293
H -0.56376 -4.09359 1.07284
H -0.05087 -4.13979 -2.32389
H -1.51012 -1.60822 -2.64232
H -0.94815 -2.71884 -3.91122
H 0.19088 -1.59520 -3.11150
C -4.78545 -1.96852 5.20907
C -4.55108 -0.49983 5.53114
N -3.54882 0.14070 4.66249
C -4.02501 1.02902 3.60370
C -4.68779 0.29124 2.44796
C -2.25739 -0.14425 4.91784
O -1.88863 -0.88444 5.81458
C -1.17165 0.49194 4.08143
C -0.20052 1.25274 4.71706
C 0.87968 1.71826 3.98669
C 0.97734 1.37472 2.65456
N 0.05018 0.61950 2.04561
C -1.01383 0.19984 2.74444
H -5.49998 -2.38864 5.91796
H -3.85511 -2.52782 5.29680
H -5.18905 -2.10250 4.20383
H -4.20994 -0.39964 6.55986
H -5.47151 0.07393 5.42118
H -3.18952 1.62425 3.24076
H -4.73734 1.72301 4.05426
H -3.99728 -0.41196 1.97591
H -5.02438 1.00102 1.68960
H -5.56144 -0.26678 2.78636
H -0.28960 1.45735 5.77665
H 1.65359 2.31748 4.44458
H 1.81924 1.68997 2.05056
H -1.74317 -0.39691 2.21731
N -2.81669 3.83125 1.05159
C -3.06923 2.71898 0.33138
O -2.32129 1.74906 0.32824
C -4.33207 2.72006 -0.48742
I -4.02890 3.83797 -2.27867
H -1.96996 3.88692 1.59211
H -3.43163 4.62687 1.03291
H -5.17352 3.17921 0.02410
H -4.56229 1.70764 -0.79285
O 0.48448 0.42209 -2.02142
C 1.45980 1.21386 -2.59796
C 1.26037 2.69281 -2.27094
C 0.13206 3.25666 -1.68695
C 0.24323 4.64352 -1.54248
C 1.43570 5.13141 -2.04481
S 2.43144 3.91497 -2.66095
C 2.87316 0.74076 -2.36039
C 3.62365 0.99276 -1.25545
C 4.87871 0.31890 -1.26937
C 5.05150 -0.42279 -2.39634
S 3.70213 -0.31351 -3.43490
C 1.07992 1.39970 -4.04029
C 1.83937 1.77828 -5.16386
C 1.06119 1.93006 -6.29632
C -0.29032 1.69668 -6.03797
S -0.60768 1.27815 -4.43362
H -0.72958 2.66258 -1.40306
H -0.51582 5.27452 -1.10158
H 1.76400 6.16125 -2.06548
H 3.29270 1.64137 -0.45228
H 5.62098 0.39656 -0.48702
H 5.90712 -1.01455 -2.68545
H 2.90997 1.92224 -5.13790
H 1.44526 2.19008 -7.27227
H -1.09679 1.74540 -6.75700
C 4.05600 -2.87127 0.36900
C 4.23119 -2.13860 1.71263
C 2.91540 -1.40023 1.86497
O 2.57476 -1.01095 0.52865
C 2.90789 -2.11635 -0.32030
H 3.79403 -3.91718 0.52353
H 4.96741 -2.84167 -0.22444
H 5.05033 -1.42183 1.65467
H 4.42804 -2.81508 2.54296
H 2.98321 -0.50136 2.47401
H 2.13174 -2.04987 2.27653
H 3.17380 -1.70662 -1.29371
H 2.02629 -2.75749 -0.43760

Calculated values
Lowest unoccupied orbital energy (spin up / spin down) in eV: -4.941 / -8.180
ΔE to the lowest compared entry with this formula, charge and spin in eV: 0.555
Total charge: +2
2S+1: 3

=====

In g mol⁻¹, the molecular weight values for the records above are, in order, 473.66, 980.06, 533.76, 1013.87.
In Eh, the energy values for the records above are, in order, -1660.8416, -8025.0647, -2027.5238, -3845.5006.